Record 1
10
Properties=species:S:1:pos:R:3 method="wB97M-V/def2-TZVPD" total_charge=-1 multiplicity=1 fmax_ev_per_a=3.917 homo_lumo_gap_ev=8.542 homo_energy_ev=-4.43
C 0.719 0.600 0.344
O 0.033 0.542 1.536
O -1.667 -1.117 0.608
O -0.222 0.581 -0.617
F -2.948 0.461 -0.790
P 1.911 -0.809 -0.140
S -1.550 0.316 0.429
H 1.215 1.534 0.411
H 0.803 -1.684 -0.344
H 1.707 -0.425 -1.437

---

Record 2
9
Properties=species:S:1:pos:R:3 method="wB97M-V/def2-TZVPD" total_charge=0 multiplicity=1 fmax_ev_per_a=3.713 homo_lumo_gap_ev=10.512 homo_energy_ev=-10.22
C 1.765 -0.265 -0.550
O -0.653 0.792 -0.897
O -0.987 -0.423 1.203
O 1.445 -1.419 -0.558
F -3.030 0.402 0.112
S -1.416 -0.255 -0.259
H 2.303 0.228 0.431
H -0.990 0.388 1.754
H 1.562 0.551 -1.237

---

Record 3
7
Properties=species:S:1:pos:R:3 method="wB97M-V/def2-TZVPD" total_charge=0 multiplicity=1 fmax_ev_per_a=2.910 homo_lumo_gap_ev="6.495 / 6.816" homo_energy_ev="-10.53 / -10.84"
C -0.391 -0.219 0.543
O -0.901 -0.044 -0.722
F 1.699 1.260 -1.126
S 1.344 -1.043 0.382
H -0.322 0.580 1.343
H -0.887 -1.166 0.880
H -0.542 0.631 -1.300

---

Record 4
7
Properties=species:S:1:pos:R:3 method="wB97M-V/def2-TZVPD" smiles="[H]/P=C(/F)P" total_charge=0 multiplicity=1 fmax_ev_per_a=2.060 homo_lumo_gap_ev=9.356 homo_energy_ev=-9.32
H -1.307 1.523 1.207
P -1.568 1.145 -0.181
C -0.207 0.252 -0.648
F -0.173 -0.287 -1.897
P 1.427 -0.352 0.189
H 0.579 -0.566 1.287
H 1.248 -1.715 0.043

---

What is the multiplicity in the second record? 1

---

What is the multiplicity in the first record? 1

---

What is the multiplicity in the second record? 1